C45H34O27 | ωB97M-V/def2-TZVPD

Geometry as XYZ:
```
106
Properties=species:S:1:pos:R:3:forces:R:3
C -2.198195 9.127974 4.842811 0.00 1.19 -0.29
O -1.583652 8.050961 5.571359 -0.67 -0.76 -0.86
C -2.043031 6.800732 5.167989 -0.09 -1.13 -0.57
O -2.735155 6.107587 5.857502 0.46 0.71 0.05
C -1.575669 6.260280 3.756225 -0.28 0.82 -0.03
O -0.315090 5.525810 3.864732 -0.32 1.96 -1.41
C 0.571763 6.221651 2.999675 2.38 0.83 -0.52
C 0.444291 6.135099 1.530408 1.19 1.02 1.51
C 1.351740 6.898186 0.682105 0.16 0.22 3.47
C 2.391209 7.730849 1.376963 -0.98 -1.03 0.03
C 2.538679 7.777975 2.821269 -1.89 -1.38 -0.72
C 1.611006 7.017019 3.657070 -0.59 -0.50 -2.35
H -3.282832 9.251416 5.112189 1.04 -0.18 -0.05
H -1.620055 10.056085 5.110249 -0.72 -0.99 -0.15
H -2.139060 9.033029 3.726984 0.09 -0.21 0.90
H -2.320927 5.583010 3.272279 0.32 0.60 0.83
H -1.445962 7.167979 3.102298 -0.02 -1.09 0.49
H -0.380780 5.477827 1.166899 0.92 0.67 0.02
H 1.217026 6.843847 -0.418154 0.45 0.17 0.98
H 3.105062 8.318926 0.749567 -0.81 -0.60 0.59
H 3.321307 8.382690 3.331423 -0.65 -0.50 -0.75
H 1.655130 6.997892 4.772401 0.00 0.12 -1.16
C 0.531359 2.307098 4.624489 0.02 0.07 -0.35
C 0.700269 1.660639 5.782402 -0.52 0.65 0.31
C 1.528826 0.419409 5.869698 0.37 -0.52 -0.21
O 1.672324 -0.128461 6.947137 -0.21 0.28 0.08
C 2.133295 -0.089786 4.639071 -0.06 0.01 0.30
C 1.961012 0.556434 3.482274 0.55 -0.78 -0.36
C 1.155242 1.810798 3.401305 -0.45 0.51 0.31
O 1.039150 2.375794 2.326071 0.11 -0.40 -0.18
O 2.507780 0.103297 2.337184 -0.48 0.66 0.35
O 0.133568 2.097029 6.922440 0.53 -0.65 -0.34
H -0.064015 3.207282 4.547381 0.05 0.02 0.01
H 2.715459 -0.998499 4.710968 0.00 0.02 -0.01
H 2.241511 0.742348 1.648962 0.12 -0.06 -0.01
H 0.407893 1.460834 7.610464 -0.05 0.08 0.01
C -1.224214 -3.012101 0.905698 0.11 0.38 0.14
C -1.455071 -3.589045 -0.277153 -0.41 -0.81 0.56
C -1.226235 -2.856255 -1.559758 0.15 0.58 -0.33
O -1.430089 -3.426092 -2.617126 0.08 -0.21 0.29
C -0.766193 -1.471151 -1.486680 -0.11 -0.29 -0.17
C -0.538096 -0.894281 -0.302620 0.26 0.78 -0.51
C -0.740627 -1.637004 0.978198 -0.14 -0.62 0.41
O -0.502684 -1.082271 2.035621 0.09 0.34 -0.12
O -0.114818 0.381803 -0.210602 -0.19 -0.80 0.52
O -1.899866 -4.854593 -0.366976 0.36 1.28 -0.24
H -1.382804 -3.532435 1.840876 -0.02 -0.01 -0.02
H -0.621181 -0.946267 -2.420899 0.01 0.00 0.03
H -0.024534 0.562220 0.746060 -0.02 0.17 -0.08
H -1.984738 -5.037366 -1.322416 -0.09 -0.29 0.12
C 0.420128 7.870580 -4.757743 0.11 -0.04 -0.27
C 0.690212 8.240195 -3.502454 -0.91 -0.21 0.13
C 2.052118 8.707340 -3.101790 0.68 0.15 -0.12
O 2.248022 9.051897 -1.950659 -0.34 -0.12 0.05
C 3.100017 8.724833 -4.120635 -0.13 0.05 0.31
C 2.831205 8.352008 -5.375890 0.93 0.19 -0.13
C 1.462478 7.910546 -5.782979 -0.68 -0.17 0.05
O 1.256887 7.596991 -6.940408 0.37 0.08 0.01
O 3.779621 8.357259 -6.330512 -0.88 -0.18 0.14
O -0.252413 8.210240 -2.539507 0.88 0.18 -0.13
H -0.561488 7.532832 -5.060630 0.02 0.02 0.01
H 4.085183 9.048117 -3.813870 -0.02 0.00 -0.02
H 3.333962 8.049264 -7.143232 0.09 0.03 0.01
H 0.191633 8.525389 -1.728062 -0.11 0.02 -0.01
C 3.330849 -4.802170 0.675938 -0.21 0.24 0.07
C 3.944031 -5.918543 1.080290 0.37 0.04 -0.85
C 3.704174 -6.492760 2.439546 -0.29 -0.05 0.65
O 4.269249 -7.521847 2.759960 0.14 0.06 -0.36
C 2.793555 -5.780228 3.335179 0.20 -0.24 -0.09
C 2.183218 -4.661937 2.931218 -0.40 0.00 0.92
C 2.402641 -4.104642 1.563484 0.33 -0.02 -0.62
O 1.809591 -3.094992 1.234059 -0.12 0.02 0.23
O 1.341498 -3.985475 3.737884 0.37 0.01 -0.90
O 4.804831 -6.578735 0.282745 -0.39 -0.04 0.79
H 3.493642 -4.377875 -0.305488 0.00 -0.02 0.01
H 2.641700 -6.195599 4.321901 -0.01 0.01 -0.02
H 1.033093 -3.218742 3.213965 -0.05 0.03 0.13
H 5.107482 -7.346747 0.804828 0.03 0.03 -0.08
C -0.681814 -8.356465 -3.403821 -0.12 0.23 0.26
C 0.247898 -9.239984 -3.781724 -0.50 -0.03 -0.81
C 1.376844 -9.620641 -2.877589 0.42 0.01 0.58
O 2.190655 -10.442657 -3.253792 -0.24 0.04 -0.30
C 1.454562 -8.975249 -1.567102 0.10 -0.19 -0.22
C 0.526588 -8.090087 -1.192332 0.53 0.06 0.85
C -0.615260 -7.731536 -2.085455 -0.34 -0.10 -0.70
O -1.444773 -6.932621 -1.690221 0.25 -0.40 -0.03
O 0.576301 -7.478841 0.008537 -0.51 -0.01 -0.78
O 0.210623 -9.827761 -4.990961 0.47 0.04 0.79
H -1.504229 -8.073954 -4.046817 0.02 -0.02 0.00
H 2.284966 -9.245114 -0.929146 -0.02 0.01 0.00
H -0.205051 -6.890401 0.036401 0.05 0.01 0.10
H 0.986645 -10.420350 -5.017542 -0.07 0.00 -0.07
C -6.636081 -5.131129 -4.893263 0.11 -0.03 -0.29
C -6.368711 -4.779138 -3.632047 -0.90 -0.23 0.15
C -5.012168 -4.299966 -3.226373 0.69 0.15 -0.14
O -4.816555 -3.971060 -2.069482 -0.35 -0.11 0.03
C -3.967338 -4.251234 -4.246704 -0.07 0.05 0.24
C -4.233373 -4.606514 -5.507461 0.81 0.19 -0.07
C -5.596237 -5.059549 -5.919633 -0.62 -0.17 0.04
O -5.800504 -5.356764 -7.082546 0.34 0.08 0.01
O -3.285895 -4.572403 -6.464856 -0.85 -0.20 0.12
O -7.308303 -4.838600 -2.668849 0.84 0.22 -0.14
H -7.613549 -5.477246 -5.200118 0.01 0.02 0.02
H -2.986269 -3.919298 -3.935374 -0.06 -0.02 -0.05
H -3.729332 -4.872662 -7.281339 0.08 0.04 0.02
H -6.866090 -4.532168 -1.853839 -0.08 -0.02 -0.02
```
Forces are in eV/Å.

## Properties
* max |F|: 3.483 eV Å⁻¹
* net charge: 0
* HOMO-LUMO gap: 7.196 eV
* E_LUMO: -1.8 eV
* E: -102493.3906 eV

These are the Löwdin partial charges, in e, on atoms 1 to 8: -0.073 -0.072 -0.411 0.151 -0.075 -0.099 -0.260 -0.010



C40H23BrCl7CoF4N3P | ωB97M-V/def2-TZVPD

Geometry as XYZ:
```
80
Properties=species:S:1:pos:R:3:forces:R:3
Co -0.470801 0.590353 -0.238794 0.38 0.07 -0.21
C 1.679389 2.288662 3.238837 0.02 -0.02 -0.02
C 2.653949 1.321407 3.628411 -0.04 -0.03 0.01
C 2.709193 0.160162 2.883726 0.03 -0.03 -0.02
C 1.682527 -0.142920 1.994540 -0.12 0.09 0.18
N 0.402614 0.501391 2.229229 -0.13 -0.02 -0.04
C 0.645679 1.907180 2.472376 0.16 0.22 0.18
C 1.856441 -0.974851 0.814745 0.03 -0.27 -0.17
C 2.953515 -1.837555 0.666811 -0.09 0.05 0.12
C 3.010470 -2.671465 -0.425002 0.01 -0.05 -0.06
C 2.003945 -2.626151 -1.381074 0.04 0.07 -0.02
C 0.987960 -1.697744 -1.223580 0.11 -0.04 0.00
N 0.926354 -0.899883 -0.147505 -0.03 -0.21 0.14
C -0.083939 -1.502187 -2.237927 -0.14 0.07 -0.12
C -0.180176 -2.273199 -3.390686 0.02 -0.05 0.05
C -1.201904 -2.025927 -4.291337 0.03 -0.01 -0.01
C -2.104497 -1.010760 -4.024084 0.01 -0.02 0.01
C -1.937407 -0.280870 -2.860626 -0.14 -0.02 -0.05
N -0.957563 -0.512554 -1.991861 0.09 -0.08 0.13
H 1.815282 3.333580 3.483321 0.00 0.01 -0.05
H 3.419995 1.561849 4.351505 0.02 -0.01 -0.03
H 3.595057 -0.457871 2.926361 0.04 -0.01 -0.03
H -0.046273 2.606773 2.045280 -0.04 0.02 -0.04
H 3.721721 -1.890658 1.421768 0.02 0.02 0.05
H 3.830828 -3.368456 -0.535456 -0.01 0.01 0.01
H 2.038237 -3.288743 -2.231730 0.00 0.03 -0.02
H 0.532419 -3.059302 -3.590888 -0.01 0.00 0.00
H -1.288329 -2.620553 -5.191264 0.00 0.00 0.01
H -2.923770 -0.790314 -4.693995 0.01 0.02 0.01
H -2.618567 0.525483 -2.613219 0.02 -0.01 0.05
F -2.716313 6.322467 -3.546569 -0.02 0.04 -0.01
C -1.904988 5.406694 -3.048452 0.03 0.00 -0.01
C -0.584629 5.347297 -3.461082 -0.02 0.02 -0.02
F -0.130600 6.221486 -4.345394 0.00 0.02 -0.04
C 0.253262 4.379031 -2.937525 -0.05 -0.10 0.16
F 1.519673 4.388333 -3.342380 0.05 0.00 -0.03
C -0.183872 3.444809 -2.001639 0.12 0.02 -0.01
P 0.922667 2.119522 -1.347305 -0.06 0.40 -0.02
C 1.770008 1.598026 -2.892900 -0.11 -0.08 -0.02
C 3.150918 1.547053 -3.060107 -0.08 -0.04 0.01
C 3.694727 1.078069 -4.248596 0.04 0.00 0.02
C 2.873657 0.663696 -5.284997 0.03 -0.01 -0.02
C 1.496163 0.735745 -5.136748 -0.05 0.00 -0.01
C 0.951067 1.195347 -3.949307 0.08 0.01 0.02
C 2.200185 3.066304 -0.451414 -0.03 -0.11 0.07
C 2.113082 4.427546 -0.176985 0.04 -0.03 0.00
C 3.109803 5.057856 0.556279 -0.02 0.01 0.01
C 4.199792 4.336607 1.020387 -0.01 0.04 0.03
C 4.282437 2.973799 0.771074 0.01 -0.04 0.03
C 3.281353 2.339963 0.054136 -0.09 0.01 0.05
C -1.511955 3.542726 -1.590715 0.07 0.05 -0.08
Br -2.234099 2.389297 -0.270639 -0.18 0.13 -0.01
C -2.363577 4.505793 -2.104379 -0.03 -0.17 0.14
F -3.629153 4.576781 -1.700878 0.00 0.06 -0.05
H 3.814542 1.895916 -2.283967 0.02 0.01 0.04
H 4.770657 1.053079 -4.365216 -0.01 -0.01 0.00
H 3.305041 0.301780 -6.209312 -0.01 0.02 0.01
H 0.844779 0.440074 -5.950008 0.00 0.01 0.02
H -0.123065 1.269978 -3.851815 -0.07 -0.02 -0.02
H 1.268687 5.007431 -0.527095 0.01 0.01 -0.03
H 3.035852 6.119384 0.755350 0.00 -0.02 0.01
H 4.978601 4.834802 1.583455 0.00 -0.01 -0.02
H 5.125030 2.404247 1.143141 -0.02 0.00 0.00
H 3.331000 1.267834 -0.107765 0.05 0.02 0.00
Cl -2.254413 -0.834808 1.045866 -0.37 -0.19 0.08
C -3.173303 -2.221647 0.418635 -0.18 -0.06 -0.11
Cl -4.406424 -1.753610 -0.753118 0.12 0.04 -0.02
H -3.679436 -2.668825 1.264716 0.06 -0.03 0.06
H -2.479320 -2.914081 -0.042706 0.03 0.05 -0.04
Cl -2.088878 2.145906 3.247868 0.05 -0.05 -0.20
C -1.503205 0.639747 3.862334 -0.01 -0.06 0.07
C -0.456447 -0.098361 3.262127 0.10 -0.10 0.27
C -0.329566 -1.428773 3.728418 0.03 0.16 -0.01
Cl 0.683733 -2.616153 2.991562 0.10 0.12 -0.26
C -1.080950 -1.919979 4.800625 0.02 0.03 -0.01
Cl -0.888242 -3.539511 5.335008 0.03 -0.02 0.02
C -2.000030 -1.117003 5.456221 -0.04 0.00 -0.04
Cl -2.873585 -1.702117 6.805633 -0.01 0.00 0.02
C -2.229728 0.154503 4.956420 0.08 0.05 -0.04
Cl -3.436432 1.117361 5.704132 0.00 0.04 -0.03
```
Forces are in eV/Å.

## Properties
* max |F|: 0.441 eV Å⁻¹
* net charge: +1
* HOMO-LUMO gap (spin up / spin down): 7.180 / 6.196 eV
* multiplicity: 4
* E_LUMO (spin up / spin down): -2.9 / -4.1 eV
* E: -261802.5841 eV
* ⟨S²⟩: 3.828

These are the Löwdin partial charges, in e, on atoms 1 to 8: -0.106 -0.053 -0.021 -0.033 -0.226 -0.019 -0.153 -0.276



C4H16N8O4 | ωB97M-V/def2-TZVPD

Geometry as XYZ:
```
32
Properties=species:S:1:pos:R:3:forces:R:3
C 4.320022 -20.001140 14.692381 1.02 -0.17 -0.93
O 5.442452 -19.763629 15.020480 3.03 0.59 1.36
N 3.598050 -20.917728 15.289510 -1.28 -2.29 2.80
N 3.787103 -19.522943 13.617646 -3.07 1.82 -3.75
H 4.147126 -21.315628 16.038034 -0.82 -0.32 0.19
H 2.653605 -21.199601 15.068906 0.48 0.08 0.06
H 4.249442 -19.060009 12.848211 0.59 0.23 0.38
H 2.781400 -19.492206 13.529867 0.08 -0.06 -0.11
C 4.851520 -16.830635 12.231433 0.35 1.61 0.73
O 4.969921 -17.765431 11.555125 0.43 -6.23 -3.41
N 3.778870 -16.438959 12.820772 -2.92 1.14 1.21
N 5.848350 -16.015991 12.476186 3.70 3.05 0.67
H 2.994728 -17.073497 12.769891 -0.74 0.76 0.15
H 3.957567 -15.545910 13.257402 -1.57 -0.58 0.74
H 6.786388 -16.384501 12.542346 -0.24 0.49 -0.51
H 5.624487 -15.031928 12.435953 0.89 -0.16 0.32
C 0.895098 -19.237614 11.464814 -0.66 2.84 1.66
O 1.473857 -18.341813 12.094790 0.06 0.39 -0.41
N 1.342213 -20.435949 11.382441 1.90 -3.44 -0.59
N -0.327496 -19.060167 10.941342 -0.83 1.00 -0.42
H 2.338717 -20.542497 11.507814 -0.22 -0.41 0.06
H 0.756563 -21.133107 10.945300 0.43 -0.53 0.06
H -0.692196 -18.145339 11.165388 -0.54 -0.45 -0.27
H -0.866892 -19.844658 10.604122 -0.13 0.46 0.16
C -0.543856 -23.404955 9.777464 1.10 0.55 -2.49
O -0.492422 -22.711536 10.705858 0.38 5.79 5.37
N -0.793903 -24.616610 9.931668 -1.82 -7.96 0.41
N -0.237215 -23.062290 8.547567 0.31 1.52 -1.94
H -0.934576 -25.193935 9.114967 0.04 -0.43 0.70
H -0.764370 -24.992709 10.868556 -0.27 -0.12 -0.40
H -0.301600 -23.779749 7.839612 0.11 1.09 -0.44
H -0.246774 -22.053940 8.490637 0.19 -0.27 -1.35
```
Forces are in eV/Å.

## Properties
* max |F|: 8.174 eV Å⁻¹
* net charge: 0
* HOMO-LUMO gap: 9.004 eV
* relative energy (zero: lowest compared OMol25 entry of this formula, charge and spin): 3.0200 eV
* E_LUMO: 0.2 eV
* E: -24519.9357 eV

These are the Löwdin partial charges, in e, on atoms 1 to 8: -0.815 0.050 0.154 0.178 0.112 0.108 0.069 0.076